Run a
Here is a single C4H7N3O molecule from OMol25. Energies are from the ωB97M-V functional and the def2-TZVPD basis.

CARTESIAN COORDINATES (ANGSTROEM)
C  -1.97  -1.01  0.15
C  0.32  -0.09  -0.12
C  2.32  -0.69  0.00
C  1.17  1.10  0.05
H  -2.50  -0.90  1.07
H  -1.36  -1.90  0.00
H  -2.69  -0.85  -0.61
H  -1.55  1.70  -0.80
H  3.01  -1.43  0.34
H  1.20  1.68  -0.84
H  0.90  1.74  0.99
N  -1.00  0.01  -0.18
N  1.00  -1.20  -0.18
N  2.58  0.56  0.06
O  -1.44  1.29  0.07

Values from the calculation:
SMILES: CN(O)C1=NC=NC1
Orbital gap (eV): 9.3
Charge: 0

Population analysis type Löwdin, resulting atomic charges in e:
1. C 0.00
2. C -0.36
3. C -0.26
4. C -0.14
5. H 0.09
6. H 0.09
7. H 0.07
8. H 0.13
9. H 0.10
10. H 0.11
11. H 0.17
12. N -0.19
13. N 0.13
14. N 0.05
15. O 0.01

---

Run b
Here is a single C4H7N3O molecule from OMol25. Energies are from the ωB97M-V functional and the def2-TZVPD basis.

CARTESIAN COORDINATES (ANGSTROEM)
C  1.71  -0.62  0.63
C  -0.86  0.28  -0.12
C  -2.37  0.23  0.06
C  -3.55  -0.10  -0.02
H  1.50  0.33  1.12
H  1.53  -1.65  1.31
H  2.80  -0.57  0.24
H  1.08  -1.86  -1.09
H  -0.49  2.33  0.17
H  1.46  0.65  -0.61
H  -4.80  -0.40  -0.25
N  1.15  -0.83  -0.69
N  -0.33  -0.83  -0.39
N  -0.18  1.40  0.00
O  1.35  1.62  -0.38

Values from the calculation:
SMILES: C#C/C(=N/NC)NO
Orbital gap (eV): 9.6
Charge: 0

Population analysis type Löwdin, resulting atomic charges in e:
1. C -0.18
2. C -0.47
3. C -0.06
4. C 0.05
5. H 0.07
6. H 0.14
7. H 0.11
8. H 0.18
9. H 0.13
10. H -0.02
11. H 0.15
12. N -0.15
13. N 0.04
14. N 0.08
15. O -0.07

---

Stability order, top to bottom: run a, run b

---

Run a
Here is 3 unconnected molecules or ions with the total composition C4H7N3O from OMol25. Energies are from the ωB97M-V functional and the def2-TZVPD basis.

CARTESIAN COORDINATES (ANGSTROEM)
C  2.39  -0.14  -0.09
C  -1.90  1.28  0.39
C  1.09  0.51  0.01
N  -2.06  0.08  0.70
C  -0.23  -1.79  -0.23
N  0.36  1.42  0.08
N  -2.24  2.41  0.11
O  -0.07  -1.83  -1.42
H  -2.67  -0.50  0.15
H  -0.82  -0.88  0.43
H  -1.56  3.11  -0.11
H  -0.47  -2.71  0.36
H  2.37  -0.95  -0.83
H  3.13  0.58  -0.43
H  2.67  -0.58  0.87

Values from the calculation:
SMILES: N=C=N.CC#N.C=O
Orbital gap (eV): 9.1
Charge: 0

Population analysis type Löwdin, resulting atomic charges in e:
1. C -0.06
2. C -0.40
3. C -0.24
4. N 0.07
5. C -0.23
6. N 0.17
7. N 0.15
8. O -0.01
9. H 0.09
10. H 0.06
11. H 0.06
12. H 0.08
13. H 0.08
14. H 0.09
15. H 0.09

---

Run b
Here is a single C4H7N3O molecule from OMol25. Energies are from the ωB97M-V functional and the def2-TZVPD basis.

CARTESIAN COORDINATES (ANGSTROEM)
C  1.60  2.44  -0.27
C  0.17  -0.66  -1.14
C  -1.13  -0.86  -0.39
C  -0.66  -1.56  0.94
H  1.40  3.23  0.54
H  0.30  0.94  0.57
H  0.41  -1.68  -1.71
H  -2.32  -1.22  -0.59
H  -1.55  -2.35  1.16
H  0.45  -1.98  0.92
H  -1.92  -0.14  1.40
N  0.83  1.22  -0.20
N  1.20  0.14  -1.00
N  -1.03  -0.23  1.10
O  2.22  2.72  -1.34

Values from the calculation:
SMILES: O=CN/N=C\[C@H]1CN1
Orbital gap (eV): 9.3
Charge: 0

Population analysis type Löwdin, resulting atomic charges in e:
1. C -0.24
2. C -0.18
3. C -0.16
4. C -0.23
5. H 0.14
6. H 0.04
7. H 0.15
8. H 0.19
9. H 0.14
10. H 0.15
11. H 0.05
12. N -0.03
13. N 0.07
14. N -0.01
15. O -0.05

---

Run c
Here is 3 unconnected molecules or ions with the total composition C4H7N3O from OMol25. Energies are from the ωB97M-V functional and the def2-TZVPD basis.

CARTESIAN COORDINATES (ANGSTROEM)
C  0.73  0.21  1.48
C  -0.38  1.78  0.19
C  0.10  -0.48  -0.79
C  0.27  -1.86  -0.92
H  0.77  -1.49  1.44
H  1.74  0.94  1.84
H  -0.59  0.50  2.37
H  -0.96  1.95  -0.67
H  -0.83  1.75  1.37
H  0.46  2.55  0.44
H  0.82  -2.52  -0.38
N  0.34  0.66  0.05
N  -1.17  -1.34  -2.52
N  -1.02  -0.32  -1.81
O  -0.29  -2.34  -2.09

Values from the calculation:
Orbital gap (eV): 8.8
Charge: 0

Population analysis type Löwdin, resulting atomic charges in e:
1. C -0.08
2. C -0.19
3. C -0.18
4. C -0.09
5. H 0.20
6. H 0.12
7. H 0.18
8. H 0.06
9. H 0.08
10. H 0.11
11. H 0.05
12. N -0.28
13. N 0.00
14. N 0.07
15. O -0.05

---

Stability order, top to bottom: run a, run b, run c

---

Run a
Here is a molecular structure, C4H7N3O from OMol25. Energies are from the ωB97M-V functional and the def2-TZVPD basis.

CARTESIAN COORDINATES (ANGSTROEM)
C  2.17  -0.21  0.35
C  0.14  -0.82  -0.32
C  -1.19  -1.43  -0.28
C  -2.10  -0.43  0.13
H  1.70  0.35  1.28
H  2.59  0.88  -0.38
H  2.96  -0.94  0.60
H  -1.31  -2.47  -0.58
H  -3.12  -0.50  0.37
H  -1.86  1.80  0.60
H  -0.28  1.80  -1.22
N  1.28  -1.23  -0.30
N  -1.62  0.95  0.00
N  -0.09  0.68  0.29
O  0.74  1.56  -0.55

Values from the calculation:
Orbital gap (eV): 8.7
Charge: 0

Population analysis type Löwdin, resulting atomic charges in e:
1. C -0.15
2. C -0.34
3. C 0.01
4. C -0.06
5. H 0.10
6. H 0.17
7. H 0.05
8. H 0.10
9. H 0.08
10. H 0.14
11. H 0.25
12. N 0.05
13. N -0.01
14. N -0.15
15. O -0.23

---

Run b
Here is a single C4H7N3O molecule from OMol25. Energies are from the ωB97M-V functional and the def2-TZVPD basis.

CARTESIAN COORDINATES (ANGSTROEM)
C  1.92  -1.55  -0.02
C  1.13  -0.21  0.02
C  -0.37  1.55  0.07
C  -0.30  0.05  -0.06
H  2.89  -1.28  -0.35
H  1.29  -1.96  -0.85
H  1.83  -2.29  0.81
H  -0.78  1.75  1.09
H  -0.95  2.04  -0.74
H  -3.15  -0.79  0.29
H  -2.66  0.75  0.15
N  1.85  0.89  -0.09
N  -1.24  -0.82  0.00
N  -2.51  -0.13  -0.23
O  1.04  2.01  -0.10

Values from the calculation:
SMILES: CC1=NOC/C1=N\N
Orbital gap (eV): 9.3
Charge: 0

Population analysis type Löwdin, resulting atomic charges in e:
1. C -0.01
2. C -0.26
3. C -0.08
4. C -0.29
5. H 0.05
6. H 0.08
7. H 0.09
8. H 0.14
9. H 0.13
10. H 0.10
11. H 0.02
12. N 0.09
13. N 0.06
14. N 0.01
15. O -0.12

---

Stability order, top to bottom: run b, run a